# C24H23N2O

The ion C24H23N2O with charge +1 (wB97M-V/def2-TZVPD, OMol25).

Positions of all 50 atoms, in Å:
O1 -0.7833 0.9938 2.0070
N1 -3.3332 -0.1735 -5.4007
N2 -2.8008 1.1559 -1.4268
C1 -1.4453 2.4390 0.2343
C2 -2.0214 0.3830 1.9811
C3 -2.2142 -0.5935 2.9623
C4 -4.0906 -0.1510 -7.6801
C5 2.9055 4.2580 2.3047
C6 2.1673 4.6435 1.1762
C7 -2.6032 -1.2470 -6.0680
C8 -3.1354 0.2201 -4.1014
C9 -2.1533 -0.3095 -3.2191
C10 -4.3233 0.4287 -6.2625
C11 -2.9902 0.6971 1.0345
C12 -3.2488 -1.4075 -7.4599
C13 0.6729 2.7444 1.5017
C14 1.0622 3.8927 0.7809
C15 -4.2674 0.1434 1.1930
C16 2.5869 3.0595 2.9680
C17 -3.7954 1.5989 -2.2234
C18 -4.4614 -0.8828 2.1057
C19 -3.9639 1.2058 -3.5284
C20 -0.5395 2.0291 1.1596
C21 -3.4192 -1.2796 2.9549
C22 -2.0037 0.1651 -1.9173
C23 1.4766 2.3154 2.5796
C24 -2.6955 1.7082 -0.0575
H1 -1.3803 -0.8222 3.6334
H2 -3.4801 2.4775 0.0079
H3 -1.5386 -0.9815 -6.1726
H4 1.2481 1.3963 3.1161
H5 -1.2649 -0.2568 -1.2349
H6 -5.3532 0.1766 -5.9509
H7 -4.7700 1.6489 -4.1008
H8 -3.5378 0.5792 -8.2886
H9 0.4871 4.1725 -0.0984
H10 -4.4678 2.3055 -1.7654
H11 3.7040 4.8996 2.6766
H12 -1.3496 3.4584 -0.1368
H13 2.4327 5.5439 0.6179
H14 -3.8950 -2.2948 -7.4334
H15 3.1853 2.7173 3.8124
H16 -5.0486 -0.3927 -8.1533
H17 -4.2788 1.5265 -6.2895
H18 -2.4748 -1.5175 -8.2247
H19 -5.0765 0.5427 0.5815
H20 -5.4204 -1.3901 2.1431
H21 -3.5329 -2.1502 3.5945
H22 -2.6448 -2.1938 -5.5071
H23 -1.5112 -1.1041 -3.5933

Calculated values
- ΔE to the lowest compared entry with this formula, charge and spin: 0.000 eV
- SMILES string: C1=C(c2ccccc2)Oc2ccccc2[C@@H]1[n+]1ccc(N2CCCC2)cc1
- Energy: -30283.0796 eV
- Highest occupied orbital energy: -11.00 eV
- Net charge: +1
- HOMO-LUMO gap: 8.015 eV